{
  "formula": "C68H144N6O19",
  "method": "ωB97M-V/def2-TZVPD",
  "total_energy_ev": -120687.824,
  "fmax_ev_per_a": 3.41,
  "homo_lumo_gap_ev": 9.17,
  "charge": 0,
  "elements": ["C", "C", "O", "H", "H", "H", "H", "H", "H", "C", "C", "O", "H", "H", "H", "H", "H", "H", "C", "C", "O", "H", "H", "H", "H", "H", "H", "C", "C", "O", "H", "H", "H", "H", "H", "H", "C", "C", "O", "H", "H", "H", "H", "H", "H", "C", "C", "O", "H", "H", "H", "H", "H", "H", "C", "C", "O", "H", "H", "H", "H", "H", "H", "C", "C", "O", "H", "H", "H", "H", "H", "H", "C", "C", "O", "H", "H", "H", "H", "H", "H", "C", "C", "O", "H", "H", "H", "H", "H", "H", "C", "C", "O", "H", "H", "H", "H", "H", "H", "C", "C", "O", "H", "H", "H", "H", "H", "H", "C", "C", "O", "H", "H", "H", "H", "H", "H", "C", "C", "O", "H", "H", "H", "H", "H", "H", "C", "C", "O", "H", "H", "H", "H", "H", "H", "C", "C", "O", "H", "H", "H", "H", "H", "H", "C", "C", "O", "H", "H", "H", "H", "H", "H", "C", "C", "O", "H", "H", "H", "H", "H", "H", "C", "C", "O", "H", "H", "H", "H", "H", "H", "N", "C", "C", "C", "C", "C", "H", "H", "H", "H", "H", "N", "C", "C", "C", "C", "C", "H", "H", "H", "H", "H", "N", "C", "C", "C", "C", "C", "H", "H", "H", "H", "H", "N", "C", "C", "C", "C", "C", "H", "H", "H", "H", "H", "N", "C", "C", "C", "C", "C", "H", "H", "H", "H", "H", "N", "C", "C", "C", "C", "C", "H", "H", "H", "H", "H"],
  "positions_angstrom": [[-1.25578, -1.81141, 7.83832], [-0.02737, -2.30397, 6.99085], [1.12156, -1.65264, 7.49054], [-1.07325, -1.94255, 8.90489], [-2.18771, -2.29730, 7.54935], [-1.40166, -0.73247, 7.78618], [-0.21691, -1.96742, 5.97158], [0.12554, -3.38176, 7.04645], [0.93217, -0.73691, 7.70768], [-1.61458, -3.59697, 2.11553], [-1.08921, -3.46941, 3.59870], [-0.82391, -4.64006, 4.30897], [-2.65718, -3.90948, 2.05708], [-0.97903, -4.21732, 1.48357], [-1.61442, -2.61331, 1.64592], [-1.78076, -2.85942, 4.17987], [-0.15866, -2.90185, 3.59184], [-1.61944, -4.85016, 4.80353], [6.78628, -3.40763, 0.48325], [5.42923, -2.80295, 0.63237], [4.56290, -3.92285, 0.69663], [7.14219, -3.91326, 1.38089], [7.43643, -2.57156, 0.22555], [6.87598, -4.13143, -0.32679], [5.18054, -2.19871, -0.24007], [5.35771, -2.22193, 1.55183], [4.35260, -4.12722, 1.61074], [-3.30234, -0.73139, -3.58464], [-4.43515, -0.45152, -2.56879], [-5.38332, 0.55737, -3.05041], [-2.74389, 0.12989, -3.95131], [-3.62878, -1.31531, -4.44520], [-2.57106, -1.35025, -3.06470], [-4.04679, -0.06475, -1.62661], [-4.91390, -1.41081, -2.37217], [-6.14779, 0.58639, -2.47047], [7.87997, -1.23626, -4.85715], [6.75370, -1.31726, -3.88589], [5.68781, -0.50487, -4.40916], [7.55637, -1.70462, -5.78667], [8.70930, -1.83053, -4.47354], [8.27882, -0.22725, -4.96171], [7.05949, -1.01879, -2.88313], [6.51322, -2.37646, -3.79435], [4.91052, -0.55646, -3.84813], [-1.24718, 4.09137, 8.52082], [-0.11020, 4.33108, 7.47393], [0.40949, 3.15024, 6.89792], [-1.55480, 4.95846, 9.10530], [-0.91808, 3.34283, 9.24158], [-2.15190, 3.73693, 8.02689], [0.65417, 4.94893, 7.94518], [-0.51443, 4.91981, 6.65047], [-0.19365, 2.87943, 6.20187], [0.40757, 4.45096, 1.66629], [1.58517, 3.41713, 1.46841], [2.75615, 4.13518, 1.22704], [-0.44584, 3.79875, 1.85180], [0.39681, 5.05973, 0.76220], [0.57335, 5.16581, 2.47227], [1.42787, 2.61042, 0.75247], [1.77062, 3.02539, 2.46854], [3.07389, 4.47117, 2.06832], [-1.18735, -0.32428, -7.01966], [-0.62516, -1.44109, -6.17919], [-0.21845, -2.49584, -6.99687], [-1.58586, 0.45963, -6.37563], [-1.93245, -0.67955, -7.73151], [-0.38209, 0.19730, -7.53698], [-1.39222, -1.78775, -5.48669], [0.15586, -0.99067, -5.56662], [-1.01180, -2.90175, -7.35385], [-1.75980, 5.98249, -1.22537], [-0.67743, 6.81572, -1.94149], [-0.80304, 8.22739, -1.75757], [-2.68577, 6.09505, -1.78930], [-1.95167, 6.39042, -0.23297], [-1.48748, 4.92719, -1.20875], [-0.67228, 6.58789, -3.00740], [0.30606, 6.58818, -1.53030], [0.01880, 8.65189, -2.01444], [1.70487, -2.62684, -3.39613], [3.19511, -2.47631, -2.96856], [3.40393, -1.10071, -2.82030], [1.53591, -3.61931, -3.81392], [1.39621, -1.95674, -4.19850], [1.05977, -2.43752, -2.53817], [3.89771, -2.87744, -3.69901], [3.36978, -2.93321, -1.99449], [2.79838, -0.82943, -2.12653], [-0.67697, 0.69919, 4.58941], [-1.90276, 1.56469, 4.38556], [-1.64853, 2.90897, 4.83221], [-0.44402, 0.58033, 5.64757], [0.17566, 1.07411, 4.02325], [-0.95735, -0.30430, 4.26924], [-2.79865, 1.13929, 4.83777], [-2.14445, 1.62983, 3.32470], [-2.42069, 3.37127, 4.49807], [-5.59368, 2.26239, -6.17126], [-4.96419, 3.07742, -5.06775], [-3.86220, 2.30435, -4.53104], [-6.41175, 2.83219, -6.61191], [-5.95931, 1.26474, -5.92811], [-4.83999, 2.04080, -6.92686], [-5.69009, 3.33239, -4.29562], [-4.54268, 4.00940, -5.44436], [-4.23849, 1.66817, -3.91843], [1.25163, -4.46098, -0.02233], [1.46325, -5.66019, -0.91069], [0.23445, -6.23634, -1.24033], [0.94663, -4.72738, 0.98965], [0.41014, -3.89482, -0.42163], [2.13696, -3.82520, -0.01395], [2.12531, -6.40849, -0.47501], [1.96762, -5.39418, -1.83963], [0.35411, -6.89682, -1.92664], [5.75137, 1.67475, -1.35231], [5.06631, 0.88578, -0.23956], [5.86860, 0.66409, 0.90419], [5.23502, 1.73734, -2.31020], [6.71470, 1.19253, -1.51833], [5.93512, 2.69364, -1.01142], [4.66942, -0.06939, -0.58342], [4.19473, 1.46582, 0.06380], [5.25043, 0.48949, 1.61761], [2.56461, 3.26697, -8.51515], [2.08162, 2.18951, -7.61319], [0.71972, 2.45259, -7.24421], [3.62302, 3.09481, -8.71074], [2.42434, 4.17095, -7.92249], [1.99037, 3.31064, -9.44059], [2.65297, 2.09851, -6.68940], [2.14830, 1.23867, -8.14192], [0.58282, 2.13378, -6.34910], [-5.43011, 0.10353, 1.27936], [-5.61172, -1.33494, 0.86148], [-4.89805, -2.16136, 1.73091], [-5.59929, 0.80650, 0.46369], [-4.39048, 0.26415, 1.56480], [-6.12456, 0.40603, 2.06317], [-5.35731, -1.51549, -0.18293], [-6.66686, -1.59855, 0.93411], [-5.00001, -3.08906, 1.50598], [-4.29029, -1.07033, 5.06377], [-5.45790, -1.88354, 5.65904], [-6.18937, -1.02616, 6.49243], [-3.55260, -0.77363, 5.80934], [-4.76237, -0.17675, 4.65541], [-3.70438, -1.62282, 4.32921], [-5.08471, -2.76888, 6.17383], [-6.16439, -2.25995, 4.91924], [-5.71837, -0.76294, 7.28645], [4.47970, -1.07800, -7.77287], [3.19440, -1.45418, -7.09622], [2.22632, -1.50515, -8.11400], [4.42606, -0.05159, -8.13578], [4.72963, -1.63711, -8.67456], [5.36294, -1.07357, -7.13413], [2.88735, -0.71565, -6.35568], [3.19445, -2.43246, -6.61551], [1.46344, -2.00786, -7.81919], [-5.62791, 2.49555, 5.79932], [-5.41870, 3.10751, 4.43657], [-4.28976, 3.96669, 4.67498], [-4.77062, 1.88149, 6.07513], [-6.40779, 1.73486, 5.83449], [-5.97015, 3.17053, 6.58378], [-6.32505, 3.64418, 4.15617], [-5.26991, 2.41254, 3.61016], [-4.58047, 4.72246, 5.19062], [-5.30639, 3.80867, -0.15756], [-4.77202, 3.16177, -1.25209], [-3.44534, 2.62401, -1.28698], [-2.62702, 2.72535, -0.18409], [-3.18134, 3.44226, 0.91243], [-4.50164, 3.88474, 0.93624], [-5.37531, 2.96266, -2.12547], [-3.11146, 2.20321, -2.22391], [-1.62243, 2.33160, -0.13773], [-2.50818, 3.62241, 1.73755], [-4.92838, 4.24190, 1.86183], [4.29283, -4.52422, 3.26121], [5.23401, -4.42675, 4.19035], [4.99297, -4.20268, 5.58645], [3.65096, -3.97557, 5.99793], [2.67460, -4.07426, 5.04213], [2.96369, -4.37117, 3.72235], [6.24805, -4.39692, 3.81987], [5.80670, -4.07563, 6.28508], [3.44229, -3.71231, 7.02436], [1.63191, -3.86659, 5.23206], [2.21203, -4.39579, 2.94723], [1.54918, -0.34234, -0.90876], [1.79760, -0.27512, 0.39548], [0.78626, -0.10485, 1.36653], [-0.55515, 0.04563, 0.97984], [-0.81926, 0.04528, -0.40775], [0.23546, -0.15789, -1.30377], [2.81920, -0.50594, 0.65899], [1.11665, -0.07160, 2.39421], [-1.35026, 0.08646, 1.70959], [-1.82288, 0.08218, -0.80497], [0.02905, -0.22627, -2.36165], [-3.93804, -4.54707, -1.43781], [-4.73966, -4.30758, -2.51205], [-4.28889, -4.09344, -3.77823], [-2.89444, -4.12421, -3.97486], [-2.02882, -4.35981, -2.92844], [-2.57170, -4.52648, -1.66454], [-5.79514, -4.30466, -2.28324], [-4.96184, -4.02546, -4.62020], [-2.54059, -4.07821, -4.99421], [-0.97783, -4.34244, -3.17646], [-1.95844, -4.69321, -0.79132], [4.21595, 0.26658, 3.00593], [3.98517, 1.44896, 3.63085], [3.30393, 1.62417, 4.80324], [2.82499, 0.47994, 5.42534], [3.07757, -0.72993, 4.89765], [3.74920, -0.81821, 3.68753], [4.39977, 2.29024, 3.09534], [3.25188, 2.59586, 5.27175], [2.16776, 0.57691, 6.27684], [2.52345, -1.57990, 5.26765], [3.82231, -1.76328, 3.16996], [1.16944, 1.52016, -4.31163], [-0.03314, 2.07432, -4.05903], [-0.19137, 3.11682, -3.16648], [0.93878, 3.63481, -2.56758], [2.20191, 3.04811, -2.80177], [2.27338, 1.95056, -3.64393], [-0.81000, 1.69988, -4.70915], [-1.12592, 3.63515, -3.01050], [0.87439, 4.50985, -1.93785], [3.14983, 3.43437, -2.45728], [3.25712, 1.53415, -3.80288]]
}

=====

{
  "formula": "C3H7ClN2O",
  "method": "ωB97M-V/def2-TZVPD",
  "total_energy_ev": -20769.657,
  "fmax_ev_per_a": 4.84,
  "homo_lumo_gap_ev": [9.79, 6.96],
  "charge": 0,
  "e_above_lowest_kj_mol": 437.1,
  "elements": ["C", "C", "C", "N", "N", "O", "Cl", "H", "H", "H", "H", "H", "H", "H"],
  "positions_angstrom": [[-1.05692, 0.57312, 1.46829], [0.30398, 0.32574, 1.01574], [0.54507, -0.67235, -0.07299], [1.70086, -0.98840, -0.76949], [-0.75504, 0.38005, -2.00530], [-0.11783, -0.19198, 2.27795], [-0.52767, -2.05985, 0.10546], [-1.13651, 1.60116, 1.89345], [-1.97977, 0.11715, 1.15146], [1.12587, 1.05151, 1.11824], [2.47120, -0.27832, -0.74824], [1.66887, -1.55714, -1.69652], [-1.69210, 0.40799, -1.64575], [-0.55000, 1.29132, -2.09229]]
}

=====

{
  "formula": "C47H40N3P2S2Tc",
  "method": "ωB97M-V/def2-TZVPD",
  "total_energy_ev": -96304.989,
  "fmax_ev_per_a": 1.50,
  "homo_lumo_gap_ev": [5.67, 5.67],
  "charge": 0,
  "e_above_lowest_kj_mol": 0.0,
  "elements": ["Tc", "C", "P", "C", "C", "C", "C", "C", "C", "C", "C", "C", "C", "C", "C", "C", "C", "C", "C", "C", "P", "C", "C", "C", "C", "C", "C", "C", "C", "C", "C", "C", "C", "N", "H", "H", "H", "H", "H", "H", "H", "H", "H", "H", "H", "H", "H", "H", "H", "H", "H", "H", "H", "H", "H", "H", "H", "H", "H", "H", "S", "C", "C", "N", "C", "S", "C", "N", "C", "C", "C", "C", "C", "C", "H", "H", "H", "H", "H", "H", "H", "H", "H", "C", "C", "C", "C", "C", "C", "C", "H", "H", "H", "H", "H"],
  "positions_angstrom": [[0.74400, -0.07383, 0.70404], [-0.77452, 0.82775, -2.13347], [0.90923, 0.23228, -1.70165], [1.15174, -1.23276, -2.75039], [0.09092, -2.09616, -3.00906], [0.30267, -3.25199, -3.74383], [1.57246, -3.55976, -4.21359], [2.63247, -2.70422, -3.95493], [2.42328, -1.54268, -3.22619], [2.04036, 1.43586, -2.45681], [3.05284, 2.02843, -1.71124], [3.88611, 2.97583, -2.29481], [3.71040, 3.33072, -3.62189], [2.70514, 2.73610, -4.37478], [1.87804, 1.78898, -3.79746], [-1.72377, 0.37468, -1.07370], [-3.08212, 0.19460, -1.07201], [-3.45898, -0.06632, 0.27705], [-2.31094, -0.03081, 1.02466], [-2.08535, -0.14704, 2.49666], [-0.34256, -0.64979, 2.78376], [-0.40095, -2.42844, 3.16475], [0.70243, -2.99066, 3.80778], [0.75275, -4.35158, 4.04482], [-0.29449, -5.16856, 3.63244], [-1.38473, -4.61825, 2.98157], [-1.43903, -3.24903, 2.74490], [0.07999, 0.05624, 4.40404], [1.22734, 0.81842, 4.57285], [1.53098, 1.35697, 5.81758], [0.68788, 1.13328, 6.89308], [-0.45707, 0.36024, 6.73142], [-0.75722, -0.18258, 5.49495], [-1.22882, 0.21886, 0.20348], [-1.05745, 0.49902, -3.13521], [-0.71965, 1.92172, -2.14129], [-0.89738, -1.88268, -2.61717], [-0.52497, -3.92126, -3.93701], [1.73768, -4.47089, -4.77159], [3.62687, -2.94659, -4.30346], [3.25796, -0.88190, -3.02489], [3.19484, 1.74423, -0.67867], [4.67106, 3.43403, -1.70995], [4.36098, 4.06601, -4.07665], [2.57034, 3.00852, -5.41260], [1.10530, 1.31574, -4.39102], [-3.73954, 0.28028, -1.92181], [-4.45552, -0.24502, 0.64632], [-2.77738, -0.84163, 2.97459], [-2.21390, 0.81666, 2.99820], [1.52685, -2.35869, 4.12002], [1.61031, -4.78013, 4.54559], [-0.25158, -6.23444, 3.81130], [-2.19528, -5.25211, 2.64789], [-2.28058, -2.83952, 2.20241], [1.88755, 0.98558, 3.73416], [2.42742, 1.94899, 5.94464], [0.92209, 1.55472, 7.86146], [-1.11103, 0.17705, 7.57351], [-1.63845, -0.80259, 5.37845], [3.03716, -0.38872, 1.11905], [3.41329, -1.83084, 0.27179], [4.80039, -2.11116, 0.02423], [5.91420, -2.29317, -0.19410], [2.43802, -2.73386, -0.08087], [0.78709, -2.47599, 0.22696], [2.80886, -4.00155, -0.65930], [3.09564, -5.01682, -1.11327], [5.11586, 2.27354, 3.53961], [4.42442, 3.36308, 2.71124], [4.10456, 4.57881, 3.59077], [5.33246, 3.78414, 1.54844], [3.17632, 2.83010, 2.14839], [2.14432, 2.39440, 1.69418], [6.05075, 2.66044, 3.94851], [5.33492, 1.39960, 2.92676], [4.48316, 1.95484, 4.36909], [5.03203, 5.00195, 3.97966], [3.47710, 4.29275, 4.43510], [3.58076, 5.34548, 3.02015], [6.25156, 4.21474, 1.94835], [4.84294, 4.52674, 0.91759], [5.59564, 2.92191, 0.93510], [0.97017, 1.83466, 1.13981], [-0.05536, 2.88749, 0.86130], [-1.12577, 3.06985, 1.72965], [-2.07706, 4.04273, 1.46906], [-1.96881, 4.84151, 0.33908], [-0.88779, 4.67892, -0.51358], [0.07504, 3.71493, -0.24861], [-1.20008, 2.45823, 2.61888], [-2.90740, 4.17527, 2.14966], [-2.71830, 5.59353, 0.13082], [-0.78690, 5.30711, -1.38879], [0.92734, 3.59989, -0.90788]]
}